Record 1
C2H7IN2O7P | wB97M-V/def2-TZVPD

Structure (ORCA input):
```
! RIJCOSX wB97M-V def2-TZVPD def2/J DEFGRID3
* xyz -1 1
I -0.21593 0.86742 3.61200
P 0.34571 1.02385 0.62315
O -0.95649 0.87330 -0.31066
O 0.00212 1.97411 1.94192
O 0.91959 -0.24460 1.09000
O 2.88208 1.51389 -1.74519
O 1.45534 1.76873 -0.27192
O 4.12629 -0.19027 -2.24825
O 4.66495 1.77490 -2.95674
N -3.25048 -1.85254 0.40157
N 3.89788 1.03059 -2.32090
C -1.92627 -1.22875 0.66943
C -1.31844 -0.50382 -0.55914
H -3.90830 -1.38843 1.02434
H -2.01938 -0.53352 1.52473
H -3.20829 -2.79574 0.78142
H -0.46385 -1.04194 -1.00307
H -1.20496 -2.01086 0.96835
H 2.28799 1.44004 0.11020
H -2.10956 -0.47637 -1.33123
*
```

E_HOMO: -4.30 eV
Molar mass: 329.0 g mol⁻¹
Orbital gap: 5.29 eV


Record 2
C32H37BeN3O2PSe | wB97M-V/def2-TZVPD

Structure (ORCA input):
```
! RIJCOSX wB97M-V def2-TZVPD def2/J DEFGRID3
* xyz -1 1
Se 3.32460 0.27277 -0.00705
P -1.62687 -1.60550 -1.57879
O 0.25339 1.40146 -0.20626
O 0.00964 -1.09706 -1.41802
N 0.76101 2.20040 -2.29967
N -1.89084 -1.60898 0.19569
N 0.03284 -0.72398 1.23914
C -3.50447 -2.25822 -1.64541
C 0.73110 -0.44711 2.32201
C 4.21705 1.64125 3.89734
C 4.52174 3.88330 5.00010
C 0.07022 -5.84878 -2.41071
C -1.77218 3.28210 -2.60047
C 3.72335 1.36579 1.54540
C 4.06061 3.56497 2.52575
C -4.48453 -1.34714 -1.22317
C 0.38270 -4.77713 -3.23396
C -3.98258 -3.42904 -2.24508
C -0.94757 -3.29459 -1.86023
C 3.80865 2.76525 1.41468
C -1.57574 1.78052 -2.89484
C 3.65055 3.43947 0.07840
C 0.41194 2.33346 -0.99779
C -0.07338 3.70649 -0.63016
C -0.74190 -5.64410 -1.30332
C -1.20782 -1.27048 1.31175
C 4.03512 -0.67475 3.04109
C 0.24290 -0.64430 3.59248
C -1.04691 -1.17042 3.71121
C -5.84300 -1.59235 -1.34758
C 3.97005 0.81513 2.80098
C -1.77357 -1.49385 2.58794
C -0.11508 1.34342 -3.12491
C -1.25152 -4.37903 -1.04243
C -1.53319 3.73730 -1.14414
C -5.34461 -3.68063 -2.39682
C -6.28637 -2.77170 -1.93972
C 4.25616 3.02240 3.79363
C -0.10873 -3.50910 -2.95271
Be 0.59748 -0.31544 -0.33313
H -4.16193 -0.39963 -0.79025
H 4.52692 4.94045 4.73204
H 4.39783 3.07073 -0.62759
H 5.48842 3.64617 5.44979
H -2.80966 3.53050 -2.83444
H 3.75288 4.52032 0.17838
H -1.97888 1.19073 -2.06359
H 1.72006 -0.09268 2.08099
H -2.77478 -2.04018 0.42185
H 3.75805 3.73518 5.76654
H -1.46777 -1.33729 4.69596
H 4.11224 4.64173 2.39213
H 0.20175 -2.65618 -3.54267
H -1.89479 -4.23922 -0.18190
H 4.39939 1.18278 4.86681
H 1.03736 -4.92428 -4.08544
H -2.17117 1.50176 -3.76596
H -7.34594 -2.97061 -2.04872
H 0.19583 1.48802 -4.16065
H 0.83276 -0.41298 4.46760
H -6.56173 -0.85919 -0.99580
H 0.52095 4.47967 -1.12230
H 0.46956 -6.83353 -2.62256
H -1.91492 4.75453 -1.02665
H -5.67046 -4.60176 -2.86985
H 3.22478 -1.00606 3.69371
H 3.97068 -1.23968 2.10805
H 2.68695 3.20051 -0.37723
H -0.98116 -6.46975 -0.64297
H -1.16407 3.89239 -3.28248
H -2.12924 3.09644 -0.48862
H -2.76621 -1.91903 2.65674
H 4.97503 -0.92536 3.53838
H 0.01631 0.29528 -2.84471
H -3.28367 -4.17160 -2.61616
H -0.02664 3.85150 0.44720
H 0.86501 3.10853 -2.72690
*
```

E_HOMO: -3.10 eV
Molar mass: 614.6 g mol⁻¹
Orbital gap: 5.60 eV


Record 3
C30H29BClF5N7O7SSn | wB97M-V/def2-TZVPD

Structure (ORCA input):
```
! RIJCOSX wB97M-V def2-TZVPD def2/J DEFGRID3
* xyz -1 1
Sn -2.36546 -0.55452 0.62587
Cl 0.62365 -2.73150 -0.54874
S -3.56805 -2.91862 1.22961
F 0.18258 3.87483 3.31833
F -0.77389 4.14486 1.24811
F 1.33287 3.23691 1.42193
F -0.49104 2.02658 2.12480
F 3.51692 1.64818 -0.71231
O 0.41318 -2.42200 0.83409
O -4.36484 0.33978 -3.13947
O -3.63618 -0.40980 -1.16344
O -0.44304 -2.16053 -1.34246
O 1.89280 -2.16593 -0.98575
O 0.67345 -4.15621 -0.75419
O -1.40557 1.48595 -0.77817
N -3.67581 1.32508 1.44471
N -2.60128 -4.09014 3.39947
N -0.23884 -0.45162 -4.14843
N -2.77200 -1.84218 3.62822
N 6.98755 -0.93721 -2.13703
N 4.32668 -0.21549 -2.56464
N -3.05999 -0.68725 2.98142
C -4.12944 1.14692 7.19838
C -2.02680 0.29702 -2.72806
C 5.36249 0.64029 -3.08395
C 2.99096 0.31071 -2.57221
C -3.48721 2.88644 3.23477
C 2.56802 1.15662 -1.55013
C -4.21632 1.01161 5.82042
C 0.32506 0.87121 -2.22487
C -3.91366 2.33140 0.60705
C -1.84980 0.39389 7.12027
C 2.09203 -0.15358 -3.50498
C -3.48555 1.58520 2.74818
C 1.25044 1.43767 -1.34720
C -1.93842 0.25034 5.74496
C -0.59323 -2.48678 -5.59866
C -3.96627 3.64732 1.02223
C -1.09443 0.95320 -1.84689
C 6.58133 -0.20797 -3.39418
C -3.21932 0.41456 3.61208
C 0.73051 0.11471 -3.32795
C -3.72120 3.92694 2.35559
C -3.12354 0.56128 5.08603
C 0.80534 -2.55609 -5.06464
C 5.85765 -1.78136 -1.57833
C -3.47761 0.09862 -2.33488
C -2.93066 -2.88292 2.83688
C 0.15100 -1.22049 -5.29433
C -2.94371 0.83971 7.84988
C 4.69918 -0.85319 -1.31510
C -1.56129 -0.29613 -3.84580
B 0.05377 3.32285 2.03116
H 4.98225 -0.13494 -0.52982
H -2.87100 0.94956 8.92506
H 7.43764 0.37924 -3.72291
H 5.02238 1.12207 -3.99989
H 5.62213 -2.52500 -2.33746
H 7.81536 -1.50560 -2.30687
H -1.09308 -0.09755 5.16730
H -1.98102 -4.01556 4.19182
H -5.13811 1.25339 5.30489
H -1.38382 -2.77461 -4.92106
H -3.68299 4.94980 2.70585
H 5.64417 1.44246 -2.37647
H 7.23467 -0.24289 -1.42709
H -2.24942 -0.76823 -4.53298
H -4.98636 1.49286 7.76298
H -4.13986 4.43122 0.29960
H 0.49967 -0.63643 -6.14055
H -0.92161 0.15900 7.62584
H 0.92345 2.03616 -0.50448
H -0.77088 -2.71877 -6.63915
H -2.38581 -4.81550 2.73637
H -4.04405 2.05632 -0.43031
H 2.43913 -0.83959 -4.26199
H -3.25732 3.07301 4.27317
H 6.34411 -0.97913 -4.12506
H 6.22947 -2.26061 -0.67435
H 1.60500 -2.84777 -5.73297
H 0.91671 -2.85894 -4.03103
H 3.84619 -1.42314 -0.93611
*
```

E_HOMO: -4.11 eV
Molar mass: 891.6 g mol⁻¹
Orbital gap: 4.27 eV


Record 4
C3H4OS2 | wB97M-V/def2-TZVPD

Structure (ORCA input):
```
! RIJCOSX wB97M-V def2-TZVPD def2/J DEFGRID3
* xyz 0 1
S -2.02810 0.78867 -2.89056
S -1.34440 -0.84072 -2.17392
O -2.17447 -1.99083 -2.44043
C 1.73993 -0.15284 0.35672
C 0.87850 0.35835 1.10631
C -0.15880 0.76188 1.77942
H 2.13021 -1.17901 0.24843
H -1.13984 0.70188 1.44587
H 2.20482 0.53815 -0.27843
H -0.10786 1.01445 2.84660
*
```

E_HOMO: -9.96 eV
Molar mass: 120.2 g mol⁻¹
Orbital gap: 8.08 eV


Record 5
C3H9NOS | wB97M-V/def2-TZVPD

Structure (ORCA input):
```
! RIJCOSX wB97M-V def2-TZVPD def2/J DEFGRID3
* xyz 0 1
S 3.53155 -0.64892 0.52622
O 1.89312 -0.49204 1.03815
N 3.68697 0.51082 -0.69195
C -1.88445 0.39157 -0.27498
C -1.45349 -0.98796 -0.04362
C -2.81977 1.04438 0.30831
H 1.23501 -0.46779 0.35467
H -3.31033 0.43319 1.15478
H -1.30949 0.86260 -0.95588
H -3.28754 1.97230 0.35687
H -0.99908 -1.16887 1.04080
H 4.33448 1.25595 -0.58227
H 3.45695 0.13859 -1.63254
H -2.36760 -1.47498 0.10171
H -0.70633 -1.36885 -0.70025
*
```

E_HOMO: -8.68 eV
Molar mass: 107.2 g mol⁻¹
Orbital gap: 9.39 eV
SMILES: C=CC.NSO


Record 6
CN2O3S | wB97M-V/def2-TZVPD

Structure (ORCA input):
```
! RIJCOSX wB97M-V def2-TZVPD def2/J DEFGRID3
* xyz 0 1
S -1.37909 1.33566 -0.03667
O 1.45857 -2.64387 0.99795
O -0.90136 2.54394 0.57358
O -0.59786 1.03082 -1.44352
N 0.86500 -1.78823 0.40284
N 0.08553 0.37110 -0.27381
C 0.46920 -0.84942 -0.22037
*
```

E_HOMO: -9.40 eV
Molar mass: 120.1 g mol⁻¹
Orbital gap: 8.35 eV